Record 1
Formula: C6H12P2
Source: the OMol25 dataset
Level of theory: ωB97M-V/def2-TZVPD

Structure (XYZ):
```
20
Properties=species:S:1:pos:R:3:mulliken_charge:R:1
C 0.813 2.138 0.148 -0.906
C 0.762 0.618 -0.104 0.000
C -1.419 0.249 0.650 -1.791
C 0.198 -2.056 0.982 -0.882
C -0.673 -0.808 -1.629 -1.347
C -0.315 -0.339 -0.256 1.776
P 1.335 1.161 1.571 -0.185
P 1.932 1.546 -1.111 -0.240
H 0.067 2.843 -0.034 0.451
H -1.021 0.359 1.716 0.391
H -2.181 -0.435 0.710 0.491
H -1.729 1.292 0.444 0.328
H -0.323 -2.952 0.612 0.324
H 1.326 -2.067 1.016 0.264
H -0.197 -1.637 1.982 0.285
H -1.393 -0.086 -1.995 0.354
H -1.242 -1.834 -1.506 0.291
H 0.309 -0.848 -2.174 0.341
H 2.784 0.904 1.193 0.048
H 0.967 1.951 -2.216 0.006
```

Computed properties:
- HOMO (hartree) = -0.3027
- total charge = 0
- F_max (hartree/bohr) = 0.0758
- orbital gap (eV) = 9.1
- E_LUMO (eV) = 0.81



Record 2
Formula: C6H12S
Source: the OMol25 dataset
Level of theory: ωB97M-V/def2-TZVPD

Structure (XYZ):
```
19
Properties=species:S:1:pos:R:3:mulliken_charge:R:1
C -2.803 0.821 0.585 -0.617
C -1.844 0.732 -0.528 -0.201
C 0.544 -1.621 -0.381 -0.851
C 0.665 0.180 1.506 -1.182
C 1.932 0.497 -0.866 -0.994
C 0.964 -0.245 0.075 0.755
S -2.771 -0.798 -0.332 -0.127
H -2.413 1.093 1.540 0.270
H -3.804 1.209 0.361 0.301
H -2.093 1.065 -1.550 0.291
H 1.192 -1.917 -1.272 0.342
H -0.562 -1.639 -0.686 -0.012
H 0.612 -2.347 0.434 0.274
H 0.494 1.312 1.743 0.307
H -0.348 -0.105 1.674 0.318
H 1.448 -0.059 2.237 0.351
H 2.445 -0.311 -1.471 0.322
H 2.636 1.022 -0.152 0.258
H 1.511 1.362 -1.535 0.196
```

Computed properties:
- HOMO (spin up / spin down) (hartree) = -0.3008 / -0.2575
- total charge = 0
- F_max (hartree/bohr) = 0.0549
- orbital gap (spin up / spin down) (eV) = 9.1 / 6.4
- E_LUMO (spin up / spin down) (eV) = 0.90 / -0.59



Record 3
Formula: C6H12S
Source: the OMol25 dataset
Level of theory: ωB97M-V/def2-TZVPD

Structure (XYZ):
```
19
Properties=species:S:1:pos:R:3:mulliken_charge:R:1
C 1.483 -0.621 1.134 -0.684
C 1.484 -1.050 -0.292 -0.650
C 0.692 0.105 -0.850 -0.390
C 1.159 1.652 -0.247 -1.154
C -0.718 -0.064 -0.956 0.049
C -1.478 -1.102 -0.285 -0.932
H 0.559 0.285 1.793 0.099
H 2.455 0.235 1.045 0.206
H 1.753 -1.496 2.058 0.224
H 2.573 -1.392 -0.525 0.232
H 1.102 -1.894 -0.691 0.510
H 0.878 0.097 -1.871 0.426
H 2.328 1.914 -0.294 0.234
H 0.675 1.670 0.760 0.358
H 0.761 2.382 -0.990 0.383
H -1.270 0.372 -1.743 0.574
H -1.037 -2.019 0.081 0.302
H -2.255 -1.288 -0.912 0.445
S -1.516 0.476 0.642 -0.231
```

Computed properties:
- HOMO (hartree) = -0.3014
- total charge = 0
- F_max (hartree/bohr) = 0.1435
- orbital gap (eV) = 9.1
- E_LUMO (eV) = 0.86



Record 4
Formula: C6H12S2
Source: the OMol25 dataset
Level of theory: ωB97M-V/def2-TZVPD

Structure (XYZ):
```
20
Properties=species:S:1:pos:R:3:mulliken_charge:R:1
C 0.828 1.631 0.339 -0.665
C 1.365 0.184 0.170 0.222
C 2.720 0.043 -0.473 -1.190
C -1.073 -1.006 0.502 -0.233
C -2.293 -1.502 -0.214 -0.936
C -2.315 -0.099 0.356 0.073
H 1.447 1.772 1.522 0.233
H 1.302 2.424 -0.506 0.216
H -0.420 1.682 0.267 0.080
H 1.460 -0.371 1.147 0.276
H 2.892 -1.173 -0.149 0.265
H 3.476 0.612 -0.092 0.421
H 2.885 0.150 -1.720 0.207
H -0.759 -1.458 1.421 0.485
H -2.960 -2.383 0.181 0.190
H -2.316 -1.734 -1.181 0.328
H -2.726 0.130 1.388 0.299
H -1.466 0.641 -1.555 0.190
S 0.247 -0.931 -0.764 -0.152
S -2.296 1.389 -0.640 -0.305
```

Computed properties:
- HOMO (hartree) = -0.3152
- total charge = 0
- F_max (hartree/bohr) = 0.1181
- orbital gap (eV) = 9.4
- E_LUMO (eV) = 0.82